Record 1
ORCA calculation (wB97M-V/def2-TZVPD) on a molecular structure, C3H7NS.

Cartesian coordinates (Å):
1 C 0.040 0.691 -0.195
2 C 0.235 -0.953 -0.517
3 C -0.759 0.241 0.811
4 H 1.996 1.657 -1.340
5 H -0.583 1.125 -0.820
6 H 0.827 -1.504 0.431
7 H 0.645 -1.352 -1.680
8 H -1.546 -1.815 0.478
9 H -0.105 0.030 1.592
10 H -1.338 1.095 1.277
11 N -1.265 -0.851 -0.017
12 S 1.852 1.637 -0.019

Atoms 1-3, force components in eV/Å:
9.147 -2.347 -2.442
0.364 0.683 -0.253
-3.400 1.301 5.276

The frontier orbital gap comes out at 9.896 eV. Its total energy is -15545.1387 eV. The calculation puts the LUMO energy at 0.784 eV. The charge is 0. The calculation puts the energy above the lowest of the compared OMol25 structures with the same formula, charge and spin at 4.5065 eV.

***

Record 2
ORCA calculation (wB97M-V/def2-TZVPD) on a single C3H7NS molecule.

Cartesian coordinates (Å):
1 C 1.751 -0.213 0.131
2 N 0.533 0.531 -0.056
3 C -0.631 -0.319 -0.069
4 C -1.944 0.478 0.178
5 S -3.451 -0.092 0.002
6 H 2.531 0.472 -0.158
7 H 1.837 -0.498 1.173
8 H 1.706 -1.013 -0.543
9 H 0.533 1.085 -0.893
10 H -0.654 -0.855 -0.986
11 H -0.583 -1.090 0.710
12 H -1.628 1.514 0.511

Atoms 1-3, force components in eV/Å:
-0.437 1.674 0.047
-1.079 0.685 1.124
-1.096 0.665 0.802

The frontier orbital gap comes out at 8.565 eV. Its total energy is -15548.3733 eV. The calculation puts the LUMO energy at -0.175 eV. The charge is 0. The calculation puts the energy above the lowest of the compared OMol25 structures with the same formula, charge and spin at 1.2719 eV. The SMILES is CNCC=S.

***

Record 3
ORCA calculation (wB97M-V/def2-TZVPD) on a single C3H7NS molecule.

Cartesian coordinates (Å):
1 C -0.364 -0.888 -1.018
2 C -0.808 -0.351 0.394
3 C 0.417 0.019 1.239
4 N 1.288 0.814 0.802
5 S 0.663 2.179 -0.241
6 H 0.128 -1.829 -0.950
7 H 0.401 -0.294 -1.430
8 H -1.184 -1.163 -1.670
9 H -1.363 -1.121 0.842
10 H -1.485 0.546 0.289
11 H 0.525 -0.617 2.101
12 H 1.782 2.704 -0.360

Atoms 1-3, force components in eV/Å:
-0.666 -0.427 1.399
0.129 1.603 -1.166
-1.695 -0.970 -2.401

The frontier orbital gap comes out at 9.490 eV. Its total energy is -15547.9646 eV. The calculation puts the LUMO energy at 0.664 eV. The charge is 0. The calculation puts the energy above the lowest of the compared OMol25 structures with the same formula, charge and spin at 1.6806 eV. The SMILES is CC/C=N\S.

***

Record 4
ORCA calculation (wB97M-V/def2-TZVPD) on a single C3H7NS molecule.

Cartesian coordinates (Å):
1 C 1.431 -0.585 -0.421
2 C 0.488 -0.071 0.771
3 C -0.287 1.081 0.146
4 N -1.462 1.059 -0.372
5 S -2.394 -0.476 -0.026
6 H 1.845 0.357 -1.136
7 H 0.771 -1.197 -1.210
8 H 2.517 -1.100 -0.340
9 H 1.065 0.173 1.766
10 H -0.354 -0.991 0.832
11 H 0.210 1.949 -0.204
12 H -3.829 -0.200 0.197

Atoms 1-3, force components in eV/Å:
1.743 1.054 -3.562
-0.401 -2.391 -0.219
-1.014 -1.557 -0.594

The frontier orbital gap comes out at 9.547 eV. Its total energy is -15546.5495 eV. The calculation puts the LUMO energy at 0.599 eV. The charge is 0. The calculation puts the energy above the lowest of the compared OMol25 structures with the same formula, charge and spin at 3.0957 eV. The SMILES is CC/C=N\S.

***

Record 5
ORCA calculation (wB97M-V/def2-TZVPD) on a single C3H7NS2 molecule.

Cartesian coordinates (Å):
1 C -0.828 2.565 2.192
2 N -0.939 1.413 1.554
3 S 0.050 1.254 0.079
4 C -0.131 -0.598 0.135
5 S 0.480 -1.148 -1.439
6 C 0.675 -2.954 -1.052
7 H -1.439 2.517 3.195
8 H -0.225 3.526 1.873
9 H 0.536 -0.987 0.925
10 H -1.149 -0.785 0.438
11 H 0.731 -3.384 -2.108
12 H 1.590 -3.225 -0.401
13 H -0.248 -3.332 -0.688

Atoms 1-3, force components in eV/Å:
-0.939 -1.839 0.093
1.626 3.417 0.391
-1.123 -0.955 1.435

The frontier orbital gap comes out at 9.567 eV. Its total energy is -26383.0469 eV. The calculation puts the LUMO energy at 0.807 eV. The charge is 0. The calculation puts the energy above the lowest of the compared OMol25 structures with the same formula, charge and spin at 2.1285 eV. The SMILES is C=NSCSC.

***

Record 6
ORCA calculation (wB97M-V/def2-TZVPD) on a single C3H7NS3 molecule.

Cartesian coordinates (Å):
1 C 3.284 0.041 0.971
2 S 2.459 0.107 -0.643
3 C 0.729 0.537 -0.205
4 S -0.195 -0.999 -0.016
5 C -1.846 -0.255 0.072
6 N -2.810 -1.184 0.095
7 S -2.144 1.343 0.096
8 H 2.973 0.919 1.525
9 H 2.923 -0.883 1.475
10 H 4.382 -0.078 0.820
11 H 0.616 1.148 0.657
12 H 0.242 1.000 -1.027
13 H -2.602 -2.147 -0.167
14 H -3.775 -0.825 0.019

Atoms 1-3, force components in eV/Å:
-0.429 -1.325 0.023
-0.251 0.483 -0.300
1.060 -1.472 -0.258

The frontier orbital gap comes out at 9.093 eV. Its total energy is -37220.2275 eV. The calculation puts the LUMO energy at 0.591 eV. The charge is 0. The calculation puts the energy above the lowest of the compared OMol25 structures with the same formula, charge and spin at 0.0000 eV. The SMILES is CSCSC(N)=S.

***

Record 7
ORCA calculation (wB97M-V/def2-TZVPD) on 2 unconnected molecules or ions with the total composition C3H7O.

Cartesian coordinates (Å):
1 C 1.089 1.705 -0.914
2 O 0.389 0.945 -0.032
3 H 2.077 2.075 -0.526
4 H 1.368 1.163 -1.845
5 H 0.563 2.638 -1.247
6 C -1.352 -1.347 0.276
7 C -0.578 -1.456 1.347
8 H -1.177 -0.541 -0.427
9 H -2.007 -2.146 -0.081
10 H 0.136 -0.659 1.527
11 H -0.508 -2.376 1.923

Atoms 1-3, force components in eV/Å:
-0.155 -0.266 0.619
0.237 0.395 -0.262
0.026 0.076 0.015

The frontier orbital gap comes out at 6.620 eV. Its total energy is -5270.1323 eV. The calculation puts the LUMO energy at 4.585 eV. The charge is -1. The calculation puts the energy above the lowest of the compared OMol25 structures with the same formula, charge and spin at 1.5567 eV.

***

Record 8
ORCA calculation (wB97M-V/def2-TZVPD) on 2 unconnected molecules or ions with the total composition C3H7O.

Cartesian coordinates (Å):
1 O -0.323 1.437 -1.619
2 H -0.384 1.595 -0.706
3 C 0.805 -0.840 -0.347
4 C -0.175 -0.891 0.611
5 C -0.573 0.238 1.324
6 H 1.156 -1.662 -0.972
7 H 0.150 0.622 -1.797
8 H 1.422 -0.040 -0.358
9 H -0.843 -1.879 0.539
10 H -1.223 0.287 2.134
11 H -0.014 1.132 1.189

Atoms 1-3, force components in eV/Å:
-0.344 1.296 -3.066
-0.062 -0.503 1.921
-0.387 -3.046 -0.658

The frontier orbital gap comes out at 6.018 eV. Its total energy is -5270.0964 eV. The calculation puts the LUMO energy at 4.973 eV. The charge is -1. The calculation puts the energy above the lowest of the compared OMol25 structures with the same formula, charge and spin at 1.5926 eV.

***

Record 9
ORCA calculation (wB97M-V/def2-TZVPD) on a gas-phase ion, C3H7O2 (charge -1).

Cartesian coordinates (Å):
1 C 0.852 1.399 0.894
2 O -0.117 0.418 0.802
3 C 0.116 -0.888 0.007
4 C -1.093 -0.881 -0.956
5 O 0.262 -1.917 0.728
6 H 0.452 2.394 0.614
7 H 1.059 1.558 1.966
8 H 1.721 1.187 0.258
9 H 0.959 -0.548 -0.673
10 H -1.100 -0.045 -1.661
11 H -2.053 -0.878 -0.439
12 H -1.059 -1.800 -1.541

Atoms 1-3, force components in eV/Å:
-0.794 0.166 0.392
-0.620 0.156 0.077
-0.217 1.004 -0.957

The frontier orbital gap comes out at 7.194 eV. Its total energy is -7318.7880 eV. The calculation puts the LUMO energy at 4.442 eV. The charge is -1. The calculation puts the energy above the lowest of the compared OMol25 structures with the same formula, charge and spin at 2.1636 eV. The SMILES is CO[C@H](C)[O-].

***

Record 10
ORCA calculation (wB97M-V/def2-TZVPD) on a molecular structure, C3H7O2.

Cartesian coordinates (Å):
1 C 0.685 0.289 -1.910
2 O 1.138 1.065 -2.750
3 H 0.842 0.285 -0.784
4 H -0.027 -0.572 -2.145
5 H -0.337 3.797 1.882
6 C -0.728 -1.911 0.126
7 C -0.134 -1.281 1.264
8 O -0.617 -0.272 1.873
9 H -0.422 -2.879 -0.255
10 H -1.138 -1.459 -0.865
11 H 0.787 -1.582 1.778
12 H -0.050 4.521 1.786

Atoms 1-3, force components in eV/Å:
-0.328 0.127 -0.559
-0.672 -1.439 1.783
0.297 0.516 -0.977

The frontier orbital gap comes out at 6.373 eV. Its total energy is -7316.6908 eV. The calculation puts the LUMO energy at 3.989 eV. The charge is -1. The calculation puts the energy above the lowest of the compared OMol25 structures with the same formula, charge and spin at 4.2608 eV.

***

Q: Which value of LUMO does entry 10 give?
A: 3.989 eV